Record 1
ORCA calculation (wB97M-V/def2-TZVPD) on a structure of composition C3H3Br2NO at a distorted geometry.

Summary:
HOMO-LUMO gap: 10.254 eV
Energy relative to the best compared isomer or geometry (same formula, charge and spin): 8.9 kcal/mol
Multiplicity: 1
Electronic energy: -146780.7802 eV
Net charge: 0

Each line ends with the natural charge from an NBO analysis.
Element x y z (Å)
C (1.9775, 0.2390, -1.7008)  0.85
C (-0.6402, -0.4458, 1.9156)  -0.43
C (-1.1541, 0.2168, 0.9049)  -0.20
N (0.9125, 0.0728, -2.2116)  -0.79
O (2.9226, 0.6574, -1.2182)  -0.51
Br (-1.6976, -0.7319, -0.6475)  0.06
Br (-1.5541, 2.0581, 0.8006)  0.12
H (-0.4437, 0.1299, 2.7160)  0.22
H (-0.5156, -1.5573, 1.7287)  0.24
H (0.1926, -0.6389, -2.2877)  0.43

Cartesian forces, eV/Å:
-2.234 -0.050 -0.562
-0.753 -2.497 -3.270
-0.535 -0.056 -1.010
-0.994 -0.677 -0.945
2.786 0.494 1.139
-0.474 -0.149 0.068
0.218 -0.225 0.280
1.063 1.149 3.138
0.070 1.621 0.963
0.855 0.391 0.199


Record 2
ORCA calculation (wB97M-V/def2-TZVPD) on an isolated molecule of C3H3Br2NS at a distorted geometry.

Summary:
HOMO-LUMO gap: 7.983 eV
Energy relative to the best compared isomer or geometry (same formula, charge and spin): 48.4 kcal/mol
SMILES string: S=C(Br)[C@@H]1CN1Br
Multiplicity: 1
Electronic energy: -155566.4606 eV
Net charge: 0

Each line ends with the natural charge from an NBO analysis.
Element x y z (Å)
C (-0.5509, -0.4167, 0.9468)  -0.23
C (-0.6517, -1.8905, 1.1192)  -0.21
C (0.3109, 0.4499, 0.1435)  -0.25
N (0.5242, 0.4450, 1.5263)  -0.39
S (-0.3874, -3.0826, -0.0246)  0.14
Br (-1.1809, -2.5117, 2.8745)  0.10
Br (1.9596, -0.6628, 2.0998)  0.16
H (-1.5974, 0.0876, 1.2688)  0.25
H (1.0476, 0.1828, -0.5146)  0.22
H (-0.2578, 1.3033, -0.3255)  0.22

Cartesian forces, eV/Å:
-3.090 1.022 1.642
0.759 -2.424 -1.602
-2.470 1.367 -1.936
-0.076 -0.284 2.243
-0.361 2.328 1.557
0.095 0.726 -0.495
0.262 0.392 -0.210
2.325 -1.294 -0.911
1.768 -1.439 -1.338
0.789 -0.393 1.049


Record 3
ORCA calculation (wB97M-V/def2-TZVPD) on a structure of composition C3H3BrCl2NO4 at a distorted geometry.

Summary:
HOMO-LUMO gap: 7.141 eV
Multiplicity: 1
Electronic energy: -107926.7696 eV
Net charge: -1

Each line ends with the natural charge from an NBO analysis.
Element x y z (Å)
O (-1.1153, -2.4442, -0.5116)  -0.71
C (-0.2137, -1.7514, -1.0772)  0.92
O (-0.1337, -1.7576, -2.4729)  -0.80
O (0.7277, -0.8831, -0.3940)  -0.56
C (1.3751, -1.5253, 0.6867)  0.87
O (1.5974, -2.7740, 0.7521)  -0.58
N (1.9148, -0.7351, 1.8509)  -0.69
Br (1.3783, 1.0658, 1.5049)  0.15
H (2.9462, -0.7822, 1.6914)  0.39
C (-1.8255, 2.2448, -0.4001)  -0.40
Cl (-0.9816, 2.6494, -1.8985)  -0.02
Cl (-0.9271, 2.8145, 1.0132)  -0.03
H (-2.8072, 2.7162, -0.4083)  0.21
H (-1.9355, 1.1622, -0.3366)  0.25

Cartesian forces, eV/Å:
3.176 2.793 0.397
-3.598 -3.443 -7.026
0.902 1.206 6.550
0.960 -1.762 2.959
0.487 -4.396 -0.355
-0.861 5.242 -0.406
-0.386 0.026 -3.067
0.807 -0.302 0.745
-0.980 0.094 0.332
-0.175 -0.270 -0.185
-0.100 -0.019 0.017
-0.692 0.668 0.018
0.236 0.043 0.035
0.224 0.121 -0.014